1.
{"formula": "C31H71N3O14S3", "method": "wB97M-V/def2-TZVPD", "symbols": ["C", "S", "O", "C", "H", "H", "H", "H", "H", "H", "C", "S", "O", "C", "H", "H", "H", "H", "H", "H", "C", "S", "O", "C", "H", "H", "H", "H", "H", "H", "C", "O", "N", "C", "C", "H", "H", "H", "H", "H", "H", "H", "C", "O", "N", "C", "C", "H", "H", "H", "H", "H", "H", "H", "C", "O", "N", "C", "C", "H", "H", "H", "H", "H", "H", "H", "O", "C", "O", "C", "C", "C", "H", "H", "H", "H", "H", "H", "H", "H", "O", "C", "O", "C", "C", "C", "H", "H", "H", "H", "H", "H", "H", "H", "O", "C", "O", "C", "C", "C", "H", "H", "H", "H", "H", "H", "H", "H", "O", "C", "O", "C", "C", "C", "H", "H", "H", "H", "H", "H", "H", "H"], "xyz": [[-4.114129, -2.355837, -3.121723], [-2.839386, -3.637250, -3.098843], [-2.717397, -4.063249, -1.664008], [-3.849608, -4.866696, -4.000141], [-5.138590, -2.718604, -3.219111], [-3.938790, -1.759447, -4.021964], [-4.110643, -1.661326, -2.284733], [-3.369362, -5.840792, -3.931739], [-3.923985, -4.544631, -5.041956], [-4.891870, -4.967137, -3.693648], [0.414478, 4.700051, -2.266633], [2.058468, 5.130824, -2.937071], [1.838604, 6.398786, -3.711494], [2.970885, 5.699099, -1.455556], [0.314941, 5.365404, -1.406587], [0.339189, 3.696811, -1.854175], [-0.334099, 4.853665, -3.037813], [3.918039, 6.052920, -1.861944], [3.175897, 4.924459, -0.718909], [2.473175, 6.558754, -1.006223], [3.415567, -2.366429, 4.983605], [1.752647, -2.281518, 4.218434], [1.986208, -2.257207, 2.722464], [1.140761, -3.897327, 4.700696], [4.008646, -1.576299, 4.536801], [3.798390, -3.338479, 4.673092], [3.236998, -2.334369, 6.055904], [0.717880, -3.906128, 5.707009], [1.962342, -4.618738, 4.715640], [0.364449, -4.339947, 4.079043], [-2.380990, 0.938976, 7.337743], [-2.358572, 2.111913, 7.662624], [-2.773493, 0.553341, 6.099187], [-2.856213, -0.869639, 5.810702], [-3.141311, 1.435823, 5.001179], [-2.098988, 0.084531, 7.966768], [-3.924598, -1.114872, 5.704501], [-2.564967, -1.530650, 6.624810], [-2.475934, -1.223403, 4.850660], [-4.140121, 1.375171, 4.576537], [-2.939604, 2.464907, 5.293543], [-2.350393, 1.199112, 4.286804], [3.100925, 2.297601, -0.391008], [2.386285, 2.160972, -1.370585], [4.424975, 2.541236, -0.423665], [5.209882, 2.904439, 0.721685], [5.080436, 2.577848, -1.688757], [2.736204, 2.113433, 0.629211], [6.076785, 2.242110, 0.818289], [4.733793, 2.841963, 1.699290], [5.609285, 3.909689, 0.562878], [5.965451, 3.200166, -1.851515], [5.636194, 1.641857, -1.841877], [4.354618, 2.644751, -2.494690], [-2.674951, -5.004064, 4.226117], [-1.709633, -5.502569, 4.801832], [-2.884362, -5.342068, 2.926513], [-3.954866, -4.706876, 2.143599], [-2.089534, -6.292840, 2.192927], [-3.375493, -4.301799, 4.688287], [-4.530835, -4.070134, 2.810836], [-4.560292, -5.436931, 1.606037], [-3.462609, -4.122547, 1.360573], [-2.020807, -6.007897, 1.141259], [-1.107834, -6.305177, 2.661762], [-2.501178, -7.304970, 2.144209], [6.723349, -0.133527, -1.073694], [6.732855, -1.329127, -0.904480], [5.677454, -2.125949, -0.900447], [4.400665, -1.536664, -1.142242], [3.271390, -2.525916, -0.903536], [8.044811, -2.103330, -0.880985], [4.448431, -1.067492, -2.130822], [4.203094, -0.663949, -0.509919], [3.352571, -2.864166, 0.130312], [3.385361, -3.439219, -1.487957], [2.352659, -1.980057, -1.099744], [8.861152, -1.468677, -0.547657], [8.315575, -2.593381, -1.815089], [7.971505, -2.932895, -0.171858], [-3.094122, 8.312555, -1.734180], [-3.440719, 7.227864, -2.108947], [-3.450871, 6.093599, -1.406833], [-2.811419, 6.026877, -0.149605], [-3.464085, 4.996881, 0.760028], [-4.006052, 7.006862, -3.507391], [-2.651454, 6.971977, 0.367544], [-1.811653, 5.613772, -0.327677], [-3.440840, 4.006016, 0.305332], [-4.510220, 5.233934, 0.959325], [-2.920127, 4.913412, 1.700140], [-3.732020, 5.983859, -3.781116], [-3.795029, 7.691129, -4.318877], [-5.091926, 6.907314, -3.414585], [-1.673700, -0.164460, -4.081098], [-0.477643, -0.103925, -4.142500], [0.253301, -0.758674, -5.065458], [-0.466447, -1.505645, -6.064989], [-0.199597, -2.988471, -5.988002], [0.407123, 0.547656, -3.083797], [-0.312513, -1.026019, -7.033302], [-1.541687, -1.331084, -5.969377], [0.727752, -3.269193, -6.489357], [-1.021995, -3.380131, -6.594138], [-0.195148, -3.437915, -4.999310], [0.286824, -0.057333, -2.181610], [0.044363, 1.559704, -2.948453], [1.477596, 0.467233, -3.249637], [-1.767963, 1.287160, 1.915275], [-1.324230, 1.050688, 0.821945], [-0.830336, -0.124551, 0.415711], [-1.035573, -1.264935, 1.247971], [-0.490741, -2.455469, 0.429369], [-1.192427, 2.098939, -0.260202], [-2.119345, -1.320555, 1.388782], [-0.552639, -1.283375, 2.224661], [-0.680443, -3.449592, 0.818755], [0.561038, -2.167676, 0.492671], [-0.876468, -2.325353, -0.579357], [-1.104204, 2.979958, 0.376338], [-2.163884, 2.164288, -0.751184], [-0.348293, 1.884209, -0.901447]], "atomic_forces_ev_per_a": [[-0.586, 0.714, -1.027], [-0.972, -0.149, 1.093], [0.011, -0.127, -0.640], [-0.174, 0.040, -0.349], [0.165, -0.481, 0.203], [0.156, 0.059, 0.059], [0.643, -0.291, 0.206], [0.187, 0.103, -0.059], [0.414, -0.024, -0.049], [0.183, 0.200, 0.639], [0.603, 0.302, 1.110], [0.090, 0.239, -0.513], [-0.002, -0.488, 0.322], [-0.215, -0.015, -0.136], [-0.563, 0.248, -0.247], [0.430, -0.157, -0.315], [0.145, 0.244, -0.062], [-0.004, -0.079, -0.094], [-0.192, -0.125, -0.101], [-0.231, -0.096, -0.057], [-1.172, -0.953, -0.578], [-0.027, 0.753, -0.989], [-0.116, -0.324, 0.967], [0.516, -1.136, 0.502], [-0.069, 0.230, 0.328], [0.279, 0.051, 0.147], [0.437, 0.242, 0.068], [0.079, 0.456, 0.041], [0.065, 0.055, -0.143], [-0.026, 0.639, -0.385], [-0.499, 1.266, -1.101], [0.257, -0.351, 0.628], [-0.217, -1.645, 0.235], [-1.945, -0.412, -0.159], [1.979, 0.486, 0.269], [0.090, 0.082, 0.215], [-0.098, 0.021, 0.004], [0.607, 0.359, 0.066], [0.796, 0.514, 0.097], [-0.103, -0.526, 0.282], [-0.220, -0.036, 0.248], [-0.633, 0.226, -0.793], [0.292, -0.560, 0.256], [-0.166, 0.059, 0.023], [-0.490, 0.544, 0.298], [1.083, -0.151, 0.396], [1.299, -1.480, -1.615], [-0.138, 0.331, 0.157], [-0.003, -0.037, -0.247], [-0.639, 0.091, -0.326], [-0.094, 0.068, 0.226], [-0.726, 1.164, 0.680], [-0.630, -0.380, 0.108], [0.051, 0.359, 0.062], [1.867, -1.831, -1.091], [-0.600, 0.713, 0.744], [-2.091, 0.844, -0.337], [1.023, 0.003, 0.023], [0.633, -0.069, 0.058], [-0.129, 0.094, -0.155], [-0.241, -0.006, -0.222], [-0.222, -0.110, 0.393], [-0.253, 0.289, 0.031], [0.147, 0.440, 0.118], [0.077, -0.285, -0.214], [-0.164, 0.021, 0.543], [-0.577, 0.034, 0.424], [1.573, -0.108, -1.313], [-0.220, -0.379, 0.577], [-0.639, 1.067, -0.292], [1.280, -0.102, 0.028], [-0.185, -0.612, 1.103], [-0.249, -0.492, -0.224], [0.478, -0.185, 0.385], [-0.445, 0.273, 0.151], [-0.251, 0.217, -0.404], [-0.239, -0.372, 0.074], [-0.094, 0.179, -0.185], [-0.332, 0.388, -0.290], [-0.080, 0.075, 0.050], [0.407, -0.105, 0.778], [-0.433, 1.217, -1.614], [-0.362, -0.193, -0.067], [1.296, -0.913, 1.112], [-0.563, 0.012, -0.369], [-0.594, -1.804, 0.532], [-0.490, 0.278, -0.429], [0.115, 0.320, -0.210], [-0.022, 0.041, -0.098], [0.042, 0.073, 0.129], [0.005, 0.193, 0.021], [0.207, 0.160, -0.325], [0.420, 0.387, 0.477], [-0.040, 0.315, 0.098], [-0.569, 0.404, -0.017], [1.116, -0.679, 0.759], [-0.037, 0.100, -0.453], [-0.926, 0.639, 0.376], [0.124, 0.086, -1.205], [-0.310, -0.838, -0.402], [0.854, -0.381, -0.078], [0.104, -0.055, 0.673], [0.063, 0.041, 0.092], [0.148, -0.599, 0.183], [-0.275, 0.323, 0.147], [-0.503, 0.305, 0.184], [0.277, 0.073, 0.233], [-0.080, 0.452, -0.597], [-0.220, -0.447, 0.151], [0.550, 0.123, -0.482], [0.339, 0.199, 0.295], [-1.347, -1.729, -0.156], [0.243, 2.016, 0.296], [-0.532, -0.182, 1.502], [0.021, -0.131, 0.240], [0.183, 0.782, -0.079], [-0.046, 0.084, 0.179], [0.288, -0.951, -0.517], [0.095, -0.439, -0.093], [0.341, 0.443, -0.642], [0.217, -0.047, -0.427], [-0.084, 0.215, -0.119]], "fmax_ev_per_a": 2.83, "e_homo_ev": -8.5}

***

2.
{"formula": "C31H71N4O8PSi2", "method": "wB97M-V/def2-TZVPD", "symbols": ["C", "C", "Si", "C", "N", "O", "Si", "C", "C", "C", "C", "C", "C", "C", "C", "C", "C", "C", "O", "C", "O", "C", "C", "C", "O", "C", "P", "N", "H", "H", "H", "H", "H", "H", "H", "H", "H", "H", "H", "H", "H", "H", "H", "H", "H", "H", "H", "H", "H", "H", "H", "H", "H", "H", "H", "H", "H", "H", "H", "H", "H", "H", "H", "H", "H", "H", "H", "H", "H", "C", "O", "C", "C", "N", "C", "C", "O", "C", "H", "H", "H", "H", "H", "H", "H", "H", "H", "H", "H", "H", "H", "H", "H", "C", "O", "C", "C", "N", "C", "C", "O", "C", "H", "H", "H", "H", "H", "H", "H", "H", "H", "H", "H", "H", "H", "H", "H"], "xyz": [[1.758306, -1.949218, 0.773903], [2.263119, -0.852144, 0.861448], [3.097234, 0.731874, 1.143142], [3.904100, 0.648454, 2.824339], [4.649209, -0.602779, 3.034316], [2.105241, 2.026250, 1.069360], [0.691848, 2.160003, 0.150242], [0.977353, 1.599906, -1.607785], [1.947573, 2.361752, -2.551985], [2.738228, 3.522341, -1.952685], [3.759286, 4.139342, -2.911595], [4.796473, 3.152858, -3.482129], [4.714273, 2.882649, -4.997230], [4.123222, 1.520088, -5.361932], [0.147523, 3.960742, 0.276657], [1.132274, 4.896944, 0.995303], [0.754257, 6.382980, 0.958968], [1.144986, 7.112733, -0.315337], [0.598710, 6.514400, -1.500966], [-0.678670, 6.795365, -1.786972], [-1.269928, 6.275073, -2.677572], [-0.610479, 1.055420, 0.959043], [-1.295713, 0.012945, 0.058319], [-2.488206, 0.575840, -0.733054], [-3.682682, -0.161977, -0.555150], [-3.678500, -1.395545, -1.239551], [4.749999, 0.786561, -0.432286], [4.392228, 0.033617, -1.776822], [1.334787, -2.924028, 0.786166], [4.538296, 1.531662, 2.964519], [3.098169, 0.728600, 3.565485], [4.682069, -1.201545, 2.218981], [5.594205, -0.440724, 3.349577], [-0.025540, 1.586755, -2.055052], [1.284471, 0.546224, -1.568584], [2.634866, 1.628453, -2.980080], [1.371227, 2.770903, -3.390705], [2.034234, 4.309613, -1.677611], [3.263129, 3.209656, -1.040085], [4.285155, 4.924152, -2.356325], [3.225514, 4.650377, -3.721415], [5.793484, 3.548301, -3.265172], [4.713678, 2.192547, -2.960956], [5.712156, 2.964846, -5.438240], [4.108394, 3.664563, -5.469258], [4.555666, 0.726406, -4.747839], [3.041893, 1.507051, -5.198672], [4.291354, 1.288477, -6.416286], [-0.815301, 4.001435, 0.799412], [-0.030484, 4.306188, -0.746666], [2.142354, 4.781988, 0.588785], [1.202004, 4.584263, 2.041724], [1.281964, 6.907516, 1.764129], [-0.319585, 6.508118, 1.140748], [0.841080, 8.164395, -0.271001], [2.225372, 7.079029, -0.464134], [-1.103041, 7.603556, -1.163890], [-0.107690, 0.535676, 1.782420], [-1.374315, 1.695173, 1.415925], [-1.685401, -0.799699, 0.682019], [-0.571994, -0.440079, -0.623080], [-2.722774, 1.591742, -0.404113], [-2.258541, 0.613682, -1.807419], [-3.001536, -2.125513, -0.777465], [-3.377437, -1.258959, -2.286493], [-4.694413, -1.791516, -1.205590], [5.089452, 2.153814, -0.578375], [5.879504, 0.329029, 0.284323], [5.065392, -0.682796, -2.021194], [6.823235, -6.756187, 2.954160], [5.701399, -7.352092, 3.566798], [5.438567, -6.924497, 4.895998], [4.197577, -6.064435, 4.972279], [4.398048, -4.780846, 4.322338], [3.202674, -3.963877, 4.161124], [2.030486, -4.534407, 3.371721], [2.262882, -4.661542, 1.978993], [2.990845, -5.806324, 1.577835], [7.037885, -7.327224, 2.052538], [6.646316, -5.712073, 2.670111], [7.699579, -6.789617, 3.609018], [6.303373, -6.387221, 5.298594], [5.280331, -7.820053, 5.502496], [3.963983, -5.891237, 6.028151], [3.366970, -6.645205, 4.546442], [4.832653, -4.924526, 3.420488], [3.500845, -3.024262, 3.687539], [2.832024, -3.702146, 5.158635], [1.206125, -3.823162, 3.468493], [1.677237, -5.491999, 3.774125], [2.749630, -6.672431, 2.200444], [4.071729, -5.641996, 1.607007], [2.710862, -6.024666, 0.547701], [-7.037551, -0.465292, 1.240133], [-7.746595, 0.499549, 0.490965], [-7.249151, 0.707112, -0.824417], [-8.183794, 0.154939, -1.876395], [-8.222880, -1.298358, -1.839167], [-9.244351, -1.920657, -2.669795], [-10.706460, -1.570884, -2.419757], [-11.233062, -2.075470, -1.208705], [-10.948046, -1.308586, -0.056669], [-7.353613, -0.362867, 2.277234], [-7.249182, -1.491403, 0.914895], [-5.957280, -0.300158, 1.178092], [-6.250214, 0.270491, -0.922389], [-7.156328, 1.786449, -0.972714], [-7.820233, 0.471803, -2.859657], [-9.168482, 0.619589, -1.726244], [-8.333555, -1.605664, -0.881891], [-9.143394, -3.003216, -2.560118], [-9.020605, -1.686826, -3.716851], [-11.291307, -2.041191, -3.213879], [-10.887100, -0.490136, -2.483825], [-10.944114, -0.237125, -0.279108], [-9.987670, -1.572725, 0.396379], [-11.733369, -1.513150, 0.670357]], "atomic_forces_ev_per_a": [[0.301, 0.719, 0.212], [-0.349, -0.660, -0.151], [0.190, 0.348, 0.294], [0.013, -0.084, 0.101], [0.003, 0.042, 0.005], [-0.050, -0.316, -0.318], [-0.262, 0.274, 0.143], [0.199, 0.067, -0.110], [-0.121, -0.027, -0.188], [-0.019, -0.048, -0.078], [-0.026, 0.010, 0.086], [0.120, 0.043, -0.020], [-0.105, 0.009, -0.089], [-0.152, 0.081, -0.003], [0.183, 0.089, -0.040], [0.000, 0.003, 0.037], [0.081, 0.002, -0.022], [0.015, 0.047, 0.041], [-0.030, -0.169, -0.003], [0.214, 0.517, 0.019], [-0.181, -0.289, -0.168], [0.116, -0.109, -0.077], [-0.141, -0.079, 0.111], [0.111, 0.039, -0.104], [-0.103, -0.025, 0.003], [0.002, -0.073, 0.007], [-0.228, -0.353, -0.447], [0.106, 0.021, 0.347], [-0.013, -0.186, -0.115], [-0.029, -0.037, -0.035], [0.049, 0.073, -0.016], [-0.022, 0.011, 0.002], [-0.007, -0.003, -0.015], [0.029, -0.035, 0.043], [-0.039, 0.041, 0.046], [-0.026, 0.092, 0.097], [0.048, -0.053, 0.032], [0.024, 0.031, 0.183], [-0.161, 0.021, -0.059], [-0.071, 0.034, -0.092], [0.033, -0.081, 0.007], [-0.045, -0.074, 0.035], [0.107, 0.090, -0.026], [-0.042, -0.033, 0.050], [0.127, -0.003, -0.020], [0.009, 0.026, -0.069], [0.084, -0.044, 0.031], [0.018, -0.017, 0.050], [0.017, -0.022, -0.079], [-0.057, -0.003, 0.086], [-0.042, -0.017, -0.005], [0.012, 0.019, -0.060], [-0.116, -0.019, 0.008], [0.053, -0.022, 0.026], [0.022, -0.046, 0.009], [-0.063, -0.008, 0.003], [0.002, -0.095, 0.098], [-0.027, 0.061, -0.027], [0.042, -0.077, 0.046], [0.008, 0.083, -0.037], [-0.015, -0.041, 0.084], [0.016, -0.053, -0.003], [-0.002, 0.079, 0.040], [-0.006, 0.074, -0.015], [-0.056, -0.018, 0.033], [0.052, 0.019, -0.028], [0.122, 0.026, 0.148], [0.056, 0.085, 0.112], [-0.031, 0.063, -0.157], [0.037, -0.042, -0.002], [-0.045, 0.036, -0.064], [0.051, -0.037, 0.094], [-0.036, 0.054, -0.002], [0.034, -0.090, -0.145], [0.055, 0.117, 0.039], [-0.082, 0.043, 0.052], [0.036, -0.036, -0.053], [-0.054, 0.004, -0.049], [-0.005, 0.005, -0.006], [0.005, 0.007, 0.039], [0.013, -0.001, -0.010], [-0.029, 0.036, 0.004], [0.031, -0.012, -0.017], [-0.033, 0.011, -0.003], [0.011, -0.016, 0.026], [-0.033, -0.003, 0.016], [-0.016, -0.015, 0.055], [-0.011, -0.026, 0.009], [-0.016, -0.020, -0.029], [0.062, -0.007, 0.007], [0.017, -0.007, 0.002], [-0.012, -0.027, 0.037], [-0.006, -0.004, 0.005], [0.064, 0.053, 0.063], [-0.074, -0.106, -0.012], [0.175, 0.109, -0.050], [-0.039, -0.059, -0.008], [-0.038, 0.003, 0.151], [0.099, -0.060, -0.061], [-0.067, 0.017, -0.084], [0.047, -0.037, 0.053], [-0.067, -0.010, 0.020], [-0.012, -0.006, -0.001], [0.017, 0.008, -0.025], [-0.002, -0.013, 0.002], [-0.021, 0.000, -0.031], [-0.003, 0.003, 0.028], [-0.026, -0.004, -0.018], [0.019, 0.020, -0.011], [-0.027, 0.020, -0.026], [0.009, 0.001, -0.030], [-0.008, 0.022, -0.001], [-0.022, 0.012, 0.014], [0.043, -0.005, 0.026], [0.010, 0.004, 0.011], [-0.001, 0.038, -0.017], [0.001, 0.002, 0.000]], "fmax_ev_per_a": 0.81, "e_homo_ev": -8.4}